Entry 1:
45
Properties=species:S:1:pos:R:3:forces:R:3:nbo_charge:R:1 method="wB97M-V/def2-TZVPD" lumo_energy_ha=-0.11548 homo_energy_ev=-12.155 energy_ha=-3287.06618 charge=+1 multiplicity=1
In 0.5026 -1.2843 -0.4821 -0.086 -0.011 0.026 1.262
C 0.0492 -5.5862 2.9384 -0.035 -0.001 -0.024 -0.675
C 0.8430 -5.3318 1.7171 0.045 0.049 0.031 0.388
N 1.4708 -6.2069 1.0046 0.000 -0.010 -0.047 -0.213
N 1.9944 -5.4994 -0.0397 0.005 0.000 -0.006 -0.333
C 1.7109 -4.2071 0.0062 -0.002 -0.020 0.126 0.268
S 2.1735 -3.0024 -1.1050 -0.026 0.042 -0.054 -0.077
N 1.0021 -4.0743 1.1530 -0.067 -0.003 -0.018 -0.217
N 0.3850 -2.8848 1.5192 0.041 -0.037 0.034 -0.626
H 0.1390 -6.6361 3.2021 0.005 -0.003 -0.008 0.276
H -1.0025 -5.3603 2.7514 0.004 -0.001 0.014 0.257
H 0.3977 -4.9789 3.7743 0.008 0.003 -0.008 0.242
H 2.5152 -5.9754 -0.7598 0.001 -0.008 0.000 0.449
H -0.6218 -3.0460 1.5678 0.016 0.026 -0.004 0.435
H 0.7526 -2.5521 2.4059 0.018 -0.008 -0.012 0.406
S 0.4752 0.4622 -2.2352 -0.006 0.009 -0.004 -0.452
P 0.3497 1.7166 -0.6190 -0.053 0.023 -0.051 1.205
S 0.8705 0.6179 1.0468 0.008 -0.016 -0.003 -0.501
C -1.3217 2.3360 -0.4203 -0.024 -0.032 -0.031 -0.372
C -1.5389 3.3923 0.4662 0.015 0.010 0.007 -0.208
C -2.8295 3.8304 0.7034 0.018 0.009 0.002 -0.190
C -3.8995 3.2176 0.0619 -0.008 -0.009 -0.013 -0.168
C -3.6832 2.1682 -0.8184 -0.008 0.012 0.012 -0.199
C -2.3930 1.7214 -1.0624 0.035 0.015 -0.002 -0.197
C 1.4437 3.1199 -0.8123 0.046 -0.041 0.062 -0.364
C 1.0206 4.1987 -1.5884 -0.003 0.006 -0.011 -0.197
C 1.8856 5.2564 -1.8132 -0.025 0.000 -0.006 -0.199
C 3.1612 5.2395 -1.2651 0.009 -0.008 0.008 -0.163
C 3.5801 4.1657 -0.4917 -0.005 0.013 -0.007 -0.200
C 2.7245 3.0996 -0.2656 -0.014 0.019 -0.009 -0.195
H -0.7046 3.8720 0.9643 -0.002 -0.003 0.005 0.228
H -3.0011 4.6511 1.3866 -0.004 -0.003 -0.003 0.230
H -4.9075 3.5636 0.2484 0.002 0.003 0.002 0.230
H -4.5179 1.6965 -1.3187 0.005 -0.002 -0.001 0.232
H -2.2202 0.9054 -1.7517 -0.011 0.000 0.008 0.239
H 0.0236 4.2157 -2.0110 -0.002 -0.005 0.002 0.232
H 1.5608 6.0952 -2.4138 0.010 0.001 0.002 0.232
H 3.8326 6.0697 -1.4401 -0.004 0.002 0.000 0.231
H 4.5731 4.1600 -0.0632 -0.005 -0.005 -0.001 0.230
H 3.0455 2.2604 0.3374 0.008 -0.001 -0.002 0.232
O -1.2938 -3.2501 -2.1566 0.225 -0.064 -0.355 -0.788
Cl -1.9990 -3.1349 -0.9318 -0.309 0.455 0.156 2.554
O -3.3976 -3.0964 -1.0685 -0.012 -0.014 -0.038 -0.741
O -1.5695 -4.1349 0.0030 0.083 -0.229 0.233 -0.864
O -1.5813 -1.7894 -0.3245 0.103 -0.165 -0.012 -0.918



Entry 2:
39
Properties=species:S:1:pos:R:3:forces:R:3:nbo_charge:R:1 method="wB97M-V/def2-TZVPD" lumo_energy_ha=-0.04723 homo_energy_ev=-8.717 energy_ha=-1146.03173 charge=0 smiles="O=[N+]([O-])c1cccc([C@@H](F)[N+](=O)[O-])c1.Cc1cc(C)nc(C)c1" multiplicity=1
O -2.2444 2.5797 6.1744 -0.503 -2.488 0.851 -0.347
N -2.6517 1.4603 6.5443 -2.424 1.816 -0.225 0.498
O -3.8725 1.1330 6.6003 2.520 1.480 -0.297 -0.390
C -1.7486 0.4046 6.9284 1.401 -2.157 -0.739 0.022
C -2.3615 -0.8514 7.0993 0.870 0.019 -1.403 -0.150
C -1.5486 -1.9838 7.0906 0.746 0.098 1.324 -0.217
C -0.1403 -1.8524 7.1223 0.347 -0.446 -0.136 -0.139
C 0.4966 -0.6173 6.8461 -0.554 -0.093 0.276 -0.127
C 2.0347 -0.5951 6.6399 -0.594 0.220 1.072 0.309
F 2.3595 -1.3645 5.5908 0.109 0.111 -0.665 -0.308
N 2.7205 0.8485 6.4308 2.201 0.232 1.769 0.494
O 3.9653 0.7845 6.5398 -2.582 -0.263 -0.780 -0.354
O 2.1097 1.9063 6.4377 0.203 -1.433 -0.545 -0.340
C -0.3387 0.4919 6.7484 -1.064 0.924 0.605 -0.152
H -3.4302 -0.9430 6.9553 0.142 0.031 0.508 0.263
H -2.0161 -2.9719 7.2169 0.400 0.529 -0.115 0.232
H 0.4905 -2.7342 7.3836 -0.609 0.631 -0.638 0.227
H 2.6010 -1.0252 7.5059 -0.534 0.805 -0.508 0.205
H 0.0799 1.4798 6.6521 -0.061 0.002 -0.412 0.274
C 2.5947 3.6945 -1.9718 -0.252 0.081 -0.066 -0.636
C 2.5465 3.0213 -0.6241 0.162 0.353 -0.081 0.054
C 1.9773 1.7537 -0.5032 0.080 -0.241 0.612 -0.298
C 2.2364 1.0504 0.6842 0.148 0.417 -0.872 0.246
C 1.4779 -0.1841 1.0766 0.394 -0.280 0.047 -0.642
N 3.0945 1.5303 1.5809 -1.617 -0.400 1.701 -0.472
C 3.2430 2.8488 1.6837 0.200 0.168 -1.310 0.250
C 3.5009 3.3563 3.0718 0.381 -0.113 0.384 -0.648
C 3.0624 3.6416 0.5305 -0.129 -0.452 0.539 -0.302
H 2.1513 3.0489 -2.7351 0.065 0.105 0.083 0.215
H 2.0616 4.6459 -1.9889 -0.028 0.034 0.087 0.222
H 3.6257 3.9064 -2.2667 -0.044 -0.083 0.091 0.226
H 1.3381 1.3053 -1.2754 0.439 0.321 0.225 0.216
H 1.0313 -0.6944 0.2194 -0.005 0.052 0.159 0.211
H 2.1357 -0.8604 1.6278 -0.043 -0.039 -0.148 0.233
H 0.6947 0.1125 1.7921 0.112 -0.044 -0.340 0.225
H 3.9540 4.3506 3.0805 -0.110 -0.079 0.078 0.213
H 2.5513 3.3726 3.6442 0.326 0.179 -0.481 0.232
H 4.1278 2.6484 3.6392 -0.042 0.285 -0.387 0.238
H 3.3034 4.7053 0.5772 -0.052 -0.284 -0.261 0.217